{
  "formula": "C25H29EuN5O2S",
  "method": "ωB97M-V with the def2-TZVPD basis set",
  "multiplicity": 7,
  "homo_energy_ev": [-10.32, -10.35],
  "charge": 1,
  "symbols": ["Eu", "C", "N", "C", "C", "C", "N", "C", "C", "C", "C", "C", "C", "C", "O", "C", "C", "C", "N", "C", "C", "C", "C", "C", "C", "C", "O", "H", "H", "H", "H", "H", "H", "H", "H", "H", "H", "H", "H", "H", "H", "H", "H", "H", "H", "H", "H", "H", "H", "H", "H", "H", "S", "C", "N", "C", "C", "C", "N", "H", "H", "H", "H"],
  "positions_angstrom": [[-0.320, -0.269, -0.084], [-1.205, -0.221, -3.102], [0.155, 0.030, -2.574], [0.573, 1.418, -2.906], [1.340, 2.134, -1.787], [0.445, 2.940, -0.849], [-0.617, 2.090, -0.288], [-1.573, 2.672, 0.339], [-2.736, 2.043, 0.929], [-3.543, 2.842, 1.761], [-4.678, 2.348, 2.352], [-5.044, 1.022, 2.088], [-4.290, 0.226, 1.256], [-3.117, 0.709, 0.661], [-2.413, -0.068, -0.146], [1.065, -0.970, -3.173], [2.466, -1.053, -2.579], [2.568, -1.745, -1.219], [2.032, -0.936, -0.119], [2.859, -0.538, 0.772], [2.570, 0.295, 1.931], [3.670, 0.886, 2.572], [3.511, 1.722, 3.650], [2.217, 1.964, 4.122], [1.122, 1.371, 3.530], [1.271, 0.520, 2.429], [0.207, -0.070, 1.898], [-1.231, -0.127, -4.192], [-1.906, 0.487, -2.666], [-1.525, -1.227, -2.832], [-0.325, 1.992, -3.135], [1.176, 1.398, -3.818], [2.074, 2.813, -2.221], [1.907, 1.403, -1.206], [0.005, 3.781, -1.390], [1.054, 3.350, -0.040], [-1.534, 3.760, 0.450], [-3.242, 3.870, 1.937], [-5.282, 2.970, 2.997], [-5.942, 0.617, 2.540], [-4.577, -0.795, 1.040], [1.138, -0.765, -4.248], [0.582, -1.945, -3.068], [2.938, -0.067, -2.541], [3.060, -1.644, -3.278], [3.618, -1.984, -1.027], [2.011, -2.682, -1.250], [3.910, -0.822, 0.661], [4.664, 0.678, 2.188], [4.368, 2.176, 4.128], [2.073, 2.619, 4.973], [0.117, 1.532, 3.903], [-1.519, -2.876, -0.233], [-0.680, -4.335, -0.125], [-1.409, -5.448, 0.199], [-0.891, -6.688, 0.287], [0.430, -6.868, 0.045], [1.153, -5.714, -0.289], [0.637, -4.505, -0.381], [-2.393, -5.290, 0.378], [-1.573, -7.483, 0.553], [0.889, -7.842, 0.104], [2.216, -5.789, -0.497]],
  "atomic_forces_ev_per_a": [[0.12, -0.89, -1.15], [0.10, 0.06, -0.07], [-0.05, 0.10, -0.19], [0.10, 0.02, 0.07], [-0.10, -0.04, 0.05], [-0.04, -0.08, 0.00], [0.16, 0.48, -0.05], [-0.19, 0.02, 0.03], [0.16, 0.22, -0.01], [0.08, 0.06, -0.02], [-0.02, -0.10, -0.03], [-0.03, 0.05, 0.04], [-0.09, -0.09, 0.02], [-0.01, -0.13, -0.24], [-1.32, 0.38, 0.26], [-0.02, 0.00, 0.05], [-0.02, 0.06, 0.00], [-0.01, 0.15, 0.01], [0.48, -0.18, -0.16], [0.06, 0.03, 0.19], [0.18, -0.13, -0.23], [0.11, -0.01, -0.05], [-0.11, 0.04, 0.07], [0.05, 0.01, -0.01], [-0.05, 0.04, 0.10], [-0.31, -0.19, 0.09], [0.82, 0.53, 1.28], [0.01, -0.01, -0.04], [-0.03, 0.03, 0.02], [-0.01, -0.04, 0.01], [-0.02, 0.01, -0.03], [0.00, -0.02, -0.04], [0.02, 0.01, -0.01], [0.07, 0.01, 0.01], [-0.04, 0.02, -0.02], [0.00, 0.02, 0.06], [-0.04, 0.03, -0.01], [-0.02, -0.03, 0.00], [0.00, -0.01, 0.00], [0.02, 0.00, -0.01], [-0.02, 0.02, 0.01], [0.01, -0.02, -0.05], [0.00, -0.04, 0.01], [0.00, -0.02, -0.01], [0.02, 0.00, -0.01], [0.06, -0.03, 0.04], [-0.01, -0.04, 0.03], [0.05, 0.05, 0.04], [-0.03, 0.01, 0.02], [-0.03, 0.00, -0.01], [-0.01, -0.02, -0.01], [0.04, 0.01, 0.02], [-0.10, -0.49, 0.00], [0.14, 0.03, -0.27], [-0.15, -0.07, 0.11], [-0.16, 0.01, 0.04], [0.10, -0.08, -0.01], [0.05, 0.22, -0.04], [0.01, -0.05, 0.12], [0.01, -0.02, 0.00], [-0.03, 0.02, 0.00], [0.01, 0.03, 0.00], [-0.01, 0.01, -0.01]]
}



{
  "formula": "C25H29F2N5O2Re",
  "method": "ωB97M-V with the def2-TZVPD basis set",
  "multiplicity": 2,
  "homo_energy_ev": [-13.52, -13.59],
  "charge": 2,
  "symbols": ["Re", "C", "O", "C", "O", "N", "N", "H", "H", "H", "H", "H", "H", "C", "C", "C", "C", "C", "C", "C", "N", "C", "N", "C", "C", "C", "C", "C", "C", "C", "N", "C", "C", "C", "C", "C", "C", "C", "H", "H", "H", "H", "H", "H", "H", "H", "H", "H", "H", "H", "H", "H", "H", "H", "H", "H", "H", "H", "H", "H", "F", "C", "F", "H"],
  "positions_angstrom": [[-2.073, 0.606, -0.126], [-4.884, -2.794, 2.200], [-4.994, -1.378, 2.403], [-4.211, -0.600, 1.705], [-3.323, -0.981, 0.947], [-4.445, 0.727, 1.912], [-3.806, 1.677, 1.075], [-5.523, -3.251, 2.951], [-3.852, -3.124, 2.318], [-5.239, -3.053, 1.202], [-5.203, 1.015, 2.515], [-3.373, 2.414, 1.649], [-4.492, 2.133, 0.460], [4.002, -2.521, -1.021], [4.313, -1.195, -0.407], [5.613, -0.815, -0.106], [5.893, 0.419, 0.459], [4.859, 1.304, 0.747], [3.556, 0.953, 0.459], [3.278, -0.289, -0.119], [1.962, -0.712, -0.341], [0.884, 0.059, -0.586], [1.089, 1.261, -1.150], [0.188, 2.266, -1.490], [-1.176, 2.211, -1.102], [-1.989, 3.268, -1.551], [-1.495, 4.298, -2.323], [-0.149, 4.331, -2.663], [0.713, 3.336, -2.241], [2.159, 3.395, -2.623], [-0.337, -0.394, -0.301], [-0.441, -1.609, 0.450], [-0.853, -2.783, -0.178], [-1.027, -3.934, 0.568], [-0.785, -3.914, 1.935], [-0.371, -2.746, 2.554], [-0.200, -1.573, 1.832], [0.204, -0.302, 2.523], [4.920, -3.027, -1.299], [3.382, -2.414, -1.910], [3.474, -3.171, -0.320], [6.418, -1.499, -0.319], [6.912, 0.692, 0.683], [5.074, 2.253, 1.215], [2.752, 1.617, 0.744], [1.792, -1.700, -0.193], [2.041, 1.443, -1.455], [-3.044, 3.277, -1.306], [-2.145, 5.085, -2.666], [0.229, 5.143, -3.262], [2.352, 4.315, -3.167], [2.431, 2.569, -3.281], [2.813, 3.389, -1.751], [-1.026, -2.774, -1.243], [-1.354, -4.840, 0.086], [-0.931, -4.807, 2.522], [-0.180, -2.731, 3.617], [-0.087, -0.337, 3.570], [-0.255, 0.585, 2.064], [1.286, -0.169, 2.490], [-1.762, -0.079, -2.953], [-2.725, -0.110, -2.016], [-3.709, 0.722, -2.416], [-3.128, -1.139, -1.970]],
  "atomic_forces_ev_per_a": [[0.55, 1.14, -1.98], [0.10, -0.84, -0.14], [0.15, 0.98, -0.15], [-0.49, 0.20, 0.40], [0.79, -0.05, -0.49], [-0.20, 0.16, 0.13], [0.75, -0.55, 0.11], [0.07, 0.13, -0.06], [-0.06, 0.11, 0.04], [0.01, 0.08, 0.08], [-0.02, 0.07, -0.09], [-0.29, -0.30, -0.13], [0.25, -0.24, 0.06], [0.03, -0.10, 0.00], [-0.39, 0.42, -0.04], [-0.06, 0.17, 0.08], [-0.18, 0.12, 0.02], [0.31, -0.17, -0.09], [-0.17, -0.32, 0.05], [1.40, 0.42, 0.10], [-1.14, -0.23, -0.09], [1.09, 0.42, -0.25], [0.00, -0.28, -0.07], [-0.47, 0.22, 0.19], [-0.22, -1.31, 0.74], [-0.03, 0.38, -0.32], [-0.41, -0.15, 0.28], [0.11, -0.41, 0.29], [-0.04, 0.01, -0.07], [0.05, 0.04, -0.08], [-1.86, 0.66, 0.69], [0.15, -0.99, 0.29], [0.23, 0.37, 0.13], [-0.05, -0.03, 0.11], [-0.04, -0.02, -0.08], [-0.02, 0.03, -0.10], [-0.15, 0.14, -0.32], [0.01, -0.08, 0.03], [0.03, -0.11, -0.06], [-0.01, -0.03, -0.09], [-0.04, -0.11, 0.06], [0.11, -0.11, -0.05], [0.11, 0.01, 0.02], [-0.01, 0.08, 0.01], [-0.07, 0.08, 0.02], [-0.19, 0.16, 0.08], [-0.03, -0.22, 0.15], [-0.07, -0.05, -0.02], [-0.16, 0.13, -0.02], [0.10, 0.10, -0.09], [0.09, 0.00, 0.00], [0.10, -0.08, -0.03], [0.12, -0.02, 0.05], [-0.05, -0.04, -0.20], [-0.01, -0.12, -0.06], [0.04, -0.12, 0.04], [-0.02, -0.04, 0.12], [0.00, 0.07, 0.04], [0.10, -0.01, 0.12], [0.05, 0.14, -0.03], [0.18, -0.03, 0.07], [0.14, -0.55, 0.08], [-0.38, 0.35, 0.30], [0.10, 0.29, 0.23]]
}



{
  "formula": "C25H29F3N6O5STi",
  "method": "ωB97M-V with the def2-TZVPD basis set",
  "multiplicity": 3,
  "homo_energy_ev": [-5.74, -7.01],
  "charge": 0,
  "symbols": ["Ti", "C", "O", "C", "C", "C", "C", "C", "C", "N", "N", "C", "C", "O", "C", "C", "C", "C", "C", "C", "C", "C", "H", "H", "H", "H", "H", "H", "H", "H", "H", "H", "H", "H", "H", "N", "C", "C", "C", "N", "H", "H", "H", "H", "H", "H", "H", "H", "H", "H", "F", "C", "F", "F", "S", "O", "O", "O", "C", "N", "C", "C", "N", "C", "H", "H", "H", "H", "H", "H"],
  "positions_angstrom": [[-0.379, 0.662, -0.174], [-4.402, -1.478, -0.600], [-3.000, -1.404, -0.486], [-2.310, -2.580, -0.441], [-2.945, -3.782, -0.697], [-2.254, -4.984, -0.664], [-0.903, -4.963, -0.379], [-0.266, -3.769, -0.095], [-0.927, -2.523, -0.107], [-0.225, -1.354, 0.238], [1.025, -1.709, 0.623], [1.827, -0.891, 1.324], [1.439, 0.376, 1.835], [0.276, 0.872, 1.434], [2.278, 1.093, 2.703], [3.550, 0.661, 2.962], [4.036, -0.540, 2.383], [5.372, -0.955, 2.570], [5.840, -2.111, 2.004], [4.985, -2.906, 1.225], [3.683, -2.523, 1.018], [3.179, -1.337, 1.584], [-4.842, -2.067, 0.209], [-4.711, -1.901, -1.561], [-4.764, -0.453, -0.529], [-4.003, -3.799, -0.922], [-2.775, -5.915, -0.843], [-0.335, -5.885, -0.374], [0.781, -3.766, 0.162], [1.895, 2.021, 3.110], [4.212, 1.246, 3.587], [6.028, -0.332, 3.166], [6.871, -2.410, 2.147], [5.357, -3.821, 0.781], [3.020, -3.123, 0.411], [-0.941, -0.041, -2.229], [-0.413, 0.433, -3.516], [1.075, 0.139, -3.657], [1.921, 0.852, -2.609], [1.609, 0.356, -1.260], [-0.945, -1.056, -2.206], [-1.910, 0.248, -2.131], [-0.567, 1.512, -3.565], [-0.947, -0.032, -4.350], [1.399, 0.461, -4.647], [1.249, -0.941, -3.586], [1.719, 1.923, -2.648], [2.980, 0.701, -2.838], [2.282, 0.732, -0.599], [1.746, -0.651, -1.243], [1.809, 5.150, 0.250], [1.401, 4.100, -0.438], [1.707, 4.301, -1.726], [2.112, 3.030, -0.011], [-0.404, 3.668, -0.242], [-1.145, 4.782, -0.764], [-0.527, 3.428, 1.163], [-0.445, 2.476, -1.128], [-4.327, 3.991, 1.390], [-3.627, 2.727, 1.278], [-3.324, 1.862, 2.295], [-2.514, 0.910, 1.763], [-2.272, 1.205, 0.442], [-2.975, 2.297, 0.185], [-4.724, 4.088, 2.396], [-5.147, 4.043, 0.675], [-3.637, 4.812, 1.197], [-3.714, 1.994, 3.289], [-2.090, 0.035, 2.224], [-3.028, 2.811, -0.759]],
  "atomic_forces_ev_per_a": [[-0.02, -0.96, -2.74], [-0.10, 0.21, -0.02], [0.11, 0.47, 0.06], [0.44, 0.11, 0.10], [-0.05, -0.27, -0.04], [0.00, -0.02, 0.00], [-0.03, -0.10, -0.04], [-0.12, 0.06, -0.15], [-0.07, -0.77, -0.11], [-0.03, -1.07, 0.45], [0.19, -0.10, -0.12], [-0.29, 0.66, 0.32], [0.82, -0.88, 0.12], [1.02, 0.56, 2.48], [-0.03, 0.15, -0.10], [-0.13, 0.10, 0.04], [-0.03, -0.16, -0.13], [0.06, -0.06, 0.02], [0.10, 0.08, 0.05], [-0.16, -0.01, -0.06], [0.09, -0.13, -0.02], [0.04, 0.14, 0.09], [0.03, -0.01, 0.00], [0.00, 0.03, 0.02], [0.02, 0.01, 0.00], [0.08, 0.02, 0.02], [0.00, 0.01, -0.06], [0.02, 0.01, 0.08], [-0.09, -0.08, -0.01], [0.04, 0.02, -0.02], [-0.02, -0.02, 0.03], [-0.01, -0.02, 0.02], [-0.01, 0.01, 0.03], [-0.01, 0.00, -0.01], [0.03, 0.00, 0.01], [-0.56, 0.01, -0.26], [0.23, 0.07, -0.15], [-0.08, 0.10, 0.31], [-0.09, 0.02, -0.20], [0.27, 0.16, 0.04], [-0.06, -0.08, 0.04], [-0.21, -0.24, -0.20], [-0.04, -0.01, 0.00], [-0.06, 0.07, 0.03], [0.01, -0.06, -0.03], [0.00, -0.01, -0.08], [0.02, 0.02, 0.06], [-0.01, 0.03, 0.02], [0.14, -0.01, 0.00], [0.05, -0.05, 0.10], [-0.30, 0.17, 0.17], [-0.04, -0.56, -0.16], [-0.07, 0.00, 0.00], [0.02, 0.16, -0.09], [0.97, 1.97, -0.10], [-0.05, -0.18, -0.30], [-0.13, -0.19, 0.10], [-0.08, 0.56, -0.09], [-0.05, 0.20, -0.09], [0.16, -0.09, -0.30], [-0.05, -0.22, 0.15], [-0.27, -0.09, 0.20], [-1.52, 0.34, 0.35], [-0.25, -0.06, 0.11], [-0.01, -0.04, 0.00], [-0.01, -0.05, 0.03], [0.01, -0.03, 0.03], [0.02, 0.00, -0.01], [0.07, 0.06, 0.05], [0.09, 0.05, 0.00]]
}



{
  "formula": "C25H29FN4O7",
  "method": "ωB97M-V with the def2-TZVPD basis set",
  "homo_energy_ev": -7.93,
  "charge": 0,
  "symbols": ["C", "H", "O", "C", "C", "N", "C", "O", "C", "C", "C", "N", "C", "O", "N", "C", "C", "C", "C", "C", "C", "H", "O", "C", "H", "H", "H", "O", "C", "H", "H", "H", "H", "C", "O", "C", "H", "H", "C", "O", "N", "C", "C", "C", "C", "C", "C", "H", "H", "F", "H", "H", "H", "H", "H", "H", "H", "H", "H", "H", "H", "H", "H", "H", "H", "H"],
  "positions_angstrom": [[3.212, 0.321, 4.160], [2.290, -0.257, 4.273], [3.369, 0.807, 2.847], [2.470, 1.823, 2.481], [1.010, 1.356, 2.370], [0.227, 2.349, 1.674], [-0.595, 2.068, 0.644], [-0.859, 0.930, 0.302], [-1.158, 3.304, -0.039], [-0.064, 4.085, -0.778], [0.356, 3.404, -2.083], [0.690, 1.998, -1.902], [-0.247, 1.073, -2.304], [-1.314, 1.410, -2.795], [0.087, -0.248, -2.178], [1.180, -0.663, -1.441], [2.110, 0.285, -1.016], [3.256, -0.120, -0.315], [3.467, -1.443, -0.005], [2.485, -2.400, -0.386], [1.372, -2.005, -1.105], [0.626, -2.734, -1.363], [2.730, -3.668, 0.004], [1.787, -4.669, -0.310], [2.169, -5.581, 0.146], [0.800, -4.440, 0.102], [1.702, -4.814, -1.392], [4.540, -1.937, 0.656], [5.522, -1.023, 1.092], [6.004, -0.525, 0.245], [6.258, -1.620, 1.627], [5.091, -0.273, 1.762], [3.952, 0.648, -0.024], [1.870, 1.699, -1.234], [2.599, 2.597, -0.847], [-0.847, -1.212, -2.730], [-0.293, -2.051, -3.156], [-1.408, -0.708, -3.522], [-1.826, -1.722, -1.659], [-1.811, -2.871, -1.271], [-2.659, -0.741, -1.256], [-3.592, -0.757, -0.222], [-4.254, 0.436, 0.067], [-5.193, 0.493, 1.077], [-5.467, -0.657, 1.795], [-4.828, -1.853, 1.526], [-3.888, -1.903, 0.513], [-3.379, -2.825, 0.290], [-5.067, -2.731, 2.104], [-6.387, -0.608, 2.787], [-5.711, 1.409, 1.311], [-4.023, 1.322, -0.505], [-2.498, 0.175, -1.667], [-0.455, 3.443, -2.811], [1.242, 3.905, -2.482], [-0.433, 5.081, -1.029], [0.817, 4.198, -0.144], [-1.620, 3.943, 0.717], [-1.924, 2.991, -0.749], [0.405, 3.313, 1.913], [0.955, 0.429, 1.792], [0.583, 1.178, 3.364], [2.533, 2.657, 3.199], [2.809, 2.171, 1.501], [4.064, -0.329, 4.349], [3.214, 1.143, 4.886]],
  "atomic_forces_ev_per_a": [[0.00, -0.02, 0.01], [0.02, 0.00, 0.03], [0.01, -0.07, 0.00], [-0.20, 0.10, -0.20], [0.25, -0.28, 0.18], [0.33, 0.20, 0.33], [-0.37, 0.44, 0.16], [-0.12, -0.29, 0.02], [0.08, 0.00, -0.15], [-0.03, -0.08, -0.14], [0.01, 0.49, -0.04], [0.08, 0.17, -0.11], [0.06, -0.30, -0.19], [-0.25, 0.15, -0.09], [-0.18, 0.13, -0.22], [0.76, 0.31, 0.36], [-0.13, -0.46, -0.01], [-0.03, -0.22, 0.03], [-0.06, 0.00, -0.05], [0.19, 0.14, 0.05], [-0.02, -0.21, 0.01], [-0.11, -0.12, -0.02], [0.20, 0.46, 0.02], [-0.22, -0.22, -0.07], [-0.06, 0.05, -0.05], [0.03, 0.02, -0.02], [0.00, 0.03, 0.04], [-0.28, -0.23, -0.08], [0.15, 0.18, 0.10], [-0.01, -0.01, 0.01], [-0.01, 0.07, -0.04], [0.04, -0.02, -0.06], [0.11, 0.06, 0.08], [0.10, -0.13, -0.06], [0.07, 0.04, -0.05], [-0.20, -0.17, -0.05], [-0.12, 0.06, 0.12], [0.15, -0.14, 0.12], [0.23, 0.33, -0.54], [0.00, -0.38, 0.17], [-0.07, 0.31, -0.24], [-0.30, -0.15, 0.36], [0.10, -0.20, -0.01], [-0.11, -0.16, 0.17], [0.10, -0.06, -0.07], [-0.24, 0.32, 0.16], [0.13, -0.02, -0.12], [0.01, -0.02, -0.01], [-0.03, -0.08, 0.06], [0.04, 0.00, -0.04], [-0.06, 0.08, 0.03], [0.03, 0.12, -0.07], [0.10, -0.19, 0.00], [0.19, 0.02, 0.10], [-0.13, -0.06, 0.00], [0.04, 0.02, 0.01], [-0.05, 0.10, -0.03], [-0.03, -0.02, 0.02], [-0.03, -0.04, 0.11], [-0.11, -0.01, -0.14], [0.02, 0.06, 0.09], [0.05, -0.11, -0.12], [0.04, -0.01, -0.06], [-0.12, 0.06, 0.11], [-0.04, -0.02, 0.09], [0.00, -0.02, 0.02]]
}



What energy relative to the best compared isomer or geometry (same formula, charge and spin) values result from the calculations? In sequence: 0.000 0.000 1.480 0.182 eV.